Record 1
A cluster of 10 separate species, C19H58BF4N2O13 in total in a non-equilibrium geometry, computed with ωB97M-V/def2-TZVPD.

Results
Charge: -1
Maximum force, eV/Å: 1.55
HOMO-LUMO gap, eV: 9.91
HOMO energy, eV: -7.35
Molecular weight, g/mol: 609.48

Geometry (Å):
B: -15.8752 -19.9994 1.0539
F: -17.2586 -20.1457 1.1147
F: -15.5027 -18.8733 1.8403
F: -15.2670 -21.1142 1.6969
F: -15.4500 -19.7956 -0.2598
C: -18.4098 -15.6035 -0.1093
C: -17.6474 -16.8000 0.3191
O: -16.3013 -16.7500 -0.1342
O: -17.8058 -14.4026 0.3612
H: -19.4263 -15.6893 0.2994
H: -18.5591 -15.5332 -1.1927
H: -18.1327 -17.6931 -0.0947
H: -17.7133 -16.8860 1.4106
H: -15.8968 -17.5986 0.0743
H: -17.7632 -13.7826 -0.3679
C: -19.8349 -19.5734 -3.3260
C: -18.5676 -20.1502 -2.7259
O: -18.6127 -20.0027 -1.3102
O: -20.9411 -20.4586 -3.2384
H: -19.6136 -19.2963 -4.3549
H: -20.1321 -18.6662 -2.7843
H: -17.7187 -19.5851 -3.1293
H: -18.4688 -21.1916 -3.0441
H: -17.7922 -20.3047 -0.9041
H: -21.0286 -20.7128 -2.3132
C: -20.6295 -19.7593 1.4337
C: -21.8549 -19.5435 2.2754
O: -22.0341 -18.2311 2.7808
O: -20.8318 -19.3458 0.1042
H: -20.3568 -20.8169 1.5277
H: -19.8045 -19.2003 1.9093
H: -21.8214 -20.2501 3.1130
H: -22.7531 -19.8046 1.7040
H: -21.2059 -17.7570 2.6619
H: -20.0465 -19.6187 -0.4024
C: -14.2539 -20.5537 4.9760
C: -15.5582 -19.9502 5.3374
O: -16.6081 -20.2627 4.4406
O: -13.5879 -19.8616 3.9510
H: -14.3849 -21.6298 4.7905
H: -13.5770 -20.5213 5.8364
H: -15.4384 -18.8700 5.5072
H: -15.8827 -20.3159 6.3201
H: -16.3231 -20.2696 3.5197
H: -14.0514 -19.9355 3.1089
C: -18.8591 -22.3576 3.7799
O: -19.3001 -21.0922 4.2580
H: -19.6745 -23.0642 3.9550
H: -18.5691 -22.3060 2.7308
H: -18.0444 -22.7504 4.3977
H: -18.5032 -20.5737 4.4387
C: -13.8543 -24.3894 1.0689
O: -14.5569 -23.7557 2.0870
H: -14.0266 -25.4662 1.0677
H: -14.0923 -23.9795 0.0807
H: -12.7591 -24.2963 1.1895
H: -14.6262 -22.8127 1.8983
C: -14.8678 -15.2858 2.7692
O: -14.6174 -15.0032 1.3897
H: -15.0095 -16.3540 2.9355
H: -14.0216 -14.9651 3.3842
H: -15.7413 -14.7154 3.0978
H: -14.8443 -15.8206 0.9281
C: -15.1171 -18.9392 -4.6218
C: -14.2409 -19.6292 -3.5928
C: -13.5383 -18.6912 -2.6354
O: -12.5800 -17.9165 -3.3267
C: -11.8086 -17.1153 -2.4643
N: -14.9830 -20.6963 -2.9042
H: -16.0180 -18.5724 -4.1115
H: -15.5026 -19.6892 -5.3162
H: -14.6369 -18.1228 -5.1524
H: -13.4340 -20.1487 -4.1232
H: -13.0118 -19.3225 -1.8866
H: -14.1521 -18.0652 -1.9686
H: -11.2385 -16.4437 -3.1039
H: -11.1603 -17.7500 -1.8499
H: -12.4285 -16.4873 -1.8120
H: -15.4886 -20.3078 -2.1156
H: -14.3028 -21.3422 -2.5236
C: -18.5855 -17.3339 9.1292
C: -17.8990 -16.6088 7.9855
C: -18.3206 -17.2061 6.6545
O: -17.6703 -16.4856 5.6325
C: -17.7824 -17.1234 4.3689
N: -18.1760 -15.1765 8.0978
H: -18.4777 -18.4152 8.9685
H: -19.6293 -17.0782 9.2879
H: -18.0326 -17.1679 10.0568
H: -16.8249 -16.7673 8.0820
H: -19.4055 -17.2360 6.4952
H: -17.9482 -18.2455 6.6597
H: -18.6853 -17.7191 4.2042
H: -16.9163 -17.7789 4.2691
H: -17.7381 -16.3508 3.6019
H: -17.5624 -14.6725 7.4623
H: -19.0977 -14.9610 7.7267


Record 2
A structure of composition C5H4O2 in a non-equilibrium geometry, computed with ωB97M-V/def2-TZVPD.

Results
Maximum force, eV/Å: 3.32
HOMO-LUMO gap (alpha / beta), eV: 7.94 / 7.94
HOMO energy (alpha / beta), eV: -8.59 / -8.59
Molecular weight, g/mol: 96.08
Energy relative to the best compared isomer or geometry (same formula, charge and spin), kJ/mol: 470.03

Geometry (Å):
C: 1.6993 0.5107 -0.1492
C: 0.9104 1.6458 -0.0342
C: 2.9780 0.2399 0.0119
C: 0.6684 -0.5583 -0.2184
C: -0.2378 0.6460 0.2907
O: 4.0981 -0.0584 0.0766
O: -1.5808 0.9060 -0.1534
H: 0.5907 -1.0588 -1.1549
H: 0.8561 -1.3214 0.5337
H: -0.1816 0.4048 1.3026
H: -1.4661 1.1863 -1.0613


Record 3
A structure of composition C32H67BGeIrN6OS3Si3, computed with ωB97M-V/def2-TZVPD.

Results
Charge: +2
Maximum force, eV/Å: 0.46
<S²>: 0.758
HOMO-LUMO gap (alpha / beta), eV: 6.20 / 4.74
Multiplicity: 2
HOMO energy (alpha / beta), eV: -12.54 / -12.54
Molecular weight, g/mol: 1008.03
Energy relative to the best compared isomer or geometry (same formula, charge and spin), kJ/mol: 160.16

Geometry (Å):
Ir: 0.0979 -0.1358 -0.4364
C: -5.7264 2.5426 0.5887
C: -4.2954 2.7718 0.0977
C: -4.2409 3.9352 -0.8916
C: -3.4157 3.0928 1.2947
N: -3.8850 1.5086 -0.6305
C: -4.6464 1.0812 -1.7011
C: -4.2176 -0.1467 -2.0493
N: -3.2111 -0.5064 -1.1879
B: -2.8189 -2.0210 -1.1069
N: -1.6256 -2.5133 -1.9498
C: -1.2102 -3.8180 -1.7662
C: -0.1042 -4.0093 -2.5044
N: 0.1758 -2.8200 -3.1521
C: -0.8092 -1.9307 -2.8588
S: -1.1722 -0.4717 -3.6946
C: 1.3163 -2.6797 -4.1145
C: 2.3638 -3.7354 -3.7582
C: 0.7775 -2.9100 -5.5242
C: 1.9824 -1.3076 -3.9958
N: -2.6189 -2.4482 0.3811
C: -3.6971 -2.9101 1.0973
C: -3.2540 -3.3207 2.3024
N: -1.8927 -3.1062 2.3361
C: -1.5303 -2.5453 1.1621
S: 0.0925 -2.1353 0.6609
C: -1.0045 -3.5298 3.4740
C: -1.8656 -4.1406 4.5740
C: -0.2803 -2.3065 4.0211
C: -0.0275 -4.5885 2.9624
C: -2.9865 0.5276 -0.3562
S: -1.6740 0.5758 0.8063
H: -6.0432 3.4052 1.1737
H: -5.7794 1.6587 1.2249
H: -6.4321 2.4261 -0.2324
H: -4.6662 4.8196 -0.4179
H: -4.8156 3.7414 -1.7958
H: -3.2149 4.1656 -1.1727
H: -3.8259 3.9921 1.7555
H: -2.3857 3.3002 1.0157
H: -3.4314 2.3037 2.0469
H: -5.4456 1.6721 -2.1065
H: -4.5637 -0.8118 -2.8189
H: -3.8067 -2.6117 -1.4454
H: -1.7334 -4.4965 -1.1165
H: 0.5048 -4.8857 -2.6121
H: 2.0507 -4.7454 -4.0210
H: 2.6188 -3.7058 -2.6968
H: 3.2669 -3.5287 -4.3297
H: 0.3205 -3.8964 -5.6072
H: 1.5928 -2.8488 -6.2454
H: 0.0351 -2.1534 -5.7787
H: 2.2350 -1.0874 -2.9512
H: 1.3633 -0.5081 -4.3836
H: 2.9120 -1.3388 -4.5637
H: -4.6841 -2.9413 0.6729
H: -3.7872 -3.7730 3.1153
H: -2.5728 -3.4225 4.9903
H: -1.2006 -4.4502 5.3786
H: -2.3996 -5.0283 4.2356
H: -0.9890 -1.5223 4.2927
H: 0.4237 -1.9158 3.2916
H: 0.2725 -2.5906 4.9169
H: -0.5666 -5.4495 2.5660
H: 0.5913 -4.9314 3.7918
H: 0.6304 -4.1966 2.1893
C: -0.4170 3.5373 -2.9492
C: -0.8919 2.4672 -1.9977
O: 0.0918 1.4060 -1.9218
H: -1.1864 4.3040 -3.0554
H: -0.2281 3.1208 -3.9388
H: 0.4923 4.0171 -2.5884
H: -1.8288 2.0198 -2.3336
H: -1.0251 2.8318 -0.9817
H: -0.1635 0.7659 -2.6714
C: 4.4096 -0.5387 -1.0760
Si: 3.6382 1.1671 -1.0566
C: 3.0008 1.6466 -2.7403
C: 4.7431 2.5278 -0.4105
Ge: 1.7316 1.2028 0.6622
Si: 3.1288 -0.0497 2.4318
C: 2.0238 0.4313 3.8752
C: 3.2966 -1.8762 2.1417
C: 4.8108 0.7198 2.6597
Si: 1.2250 3.3492 1.7066
C: 0.8085 4.5824 0.3586
C: -0.1562 3.2219 2.9682
C: 2.8008 3.8844 2.5714
H: 4.7088 -0.7883 -2.0966
H: 3.7203 -1.3143 -0.7375
H: 5.3026 -0.5854 -0.4509
H: 3.8654 1.5294 -3.4057
H: 2.6831 2.6871 -2.7878
H: 2.2056 1.0115 -3.1147
H: 5.6277 2.5554 -1.0565
H: 5.0849 2.3957 0.6096
H: 4.2525 3.4981 -0.5035
H: 0.9598 0.4618 3.6380
H: 2.3164 1.4075 4.2609
H: 2.1692 -0.3028 4.6731
H: 2.3937 -2.3449 1.7590
H: 3.5200 -2.3423 3.1069
H: 4.1269 -2.0968 1.4715
H: 4.7848 1.8019 2.7717
H: 5.5218 0.4482 1.8807
H: 5.1903 0.3070 3.6018
H: -0.1516 4.3782 -0.1136
H: 1.5700 4.6236 -0.4225
H: 0.7465 5.5767 0.8081
H: -0.9417 2.5234 2.6810
H: -0.6180 4.2042 3.0955
H: 0.2348 2.9170 3.9398
H: 3.6675 3.9270 1.9115
H: 3.0426 3.2460 3.4207
H: 2.6413 4.8929 2.9630


What is the maximum force in the second record?
3.32 eV/Å


The lowest maximum force belongs to which entry?
C32H67BGeIrN6OS3Si3


Number 3 is which compound?
C32H67BGeIrN6OS3Si3


Which of these has the highest molecular weight?
C32H67BGeIrN6OS3Si3